36
Properties=species:S:1:pos:R:3 method="wB97M-V/def2-TZVPD" charge=0 gap_ev=7.198
O -2.9763 -0.6536 0.2737
O -3.0345 -2.6581 1.3840
O -1.6324 1.7509 6.3608
O -2.6934 2.7877 4.7234
N -2.9910 -1.2061 1.3613
N -2.7511 -1.9419 4.7928
N -3.0269 -3.1337 2.6859
N -2.2786 1.7238 5.2646
N -2.2376 1.4217 2.4137
N -1.5203 3.1635 1.3367
C 3.2523 1.6148 1.1972
C -2.6101 2.5802 1.8905
C -0.4071 2.3462 1.5459
C 1.3832 0.3915 2.4179
C -2.9882 -0.8128 2.6808
C 0.0246 0.2897 2.7682
C -0.8498 1.2574 2.2895
C -2.9752 -1.9855 3.4773
C 2.3391 -0.6821 2.8777
C -3.0612 0.5388 3.2065
C -2.5785 0.4699 4.6216
C 1.8187 1.4718 1.6185
C 0.9238 2.4491 1.1771
C -2.4944 -0.7249 5.3254
H -1.5503 4.0566 0.8520
H 2.3203 -0.7978 3.9736
H 3.5910 0.7911 0.5562
H 3.3819 -0.4783 2.5907
H 3.9488 1.6760 2.0423
H -3.6302 2.9481 1.9777
H -4.1049 0.8997 3.1061
H -0.3605 -0.5235 3.3932
H 2.0754 -1.6655 2.4506
H -2.1920 -0.6088 6.3791
H 3.3717 2.5395 0.6210
H 1.2469 3.2754 0.5502